Record 1
Here is a molecular structure, C32H30BrN5O4SV from the Open Molecules 2025 dataset. Energies are from ωB97M-V/def2-TZVPD.

Each line ends with the Löwdin charge.
Atoms and positions in Å:
V  -0.6332  0.3398  -0.0872  0.517
C  2.8684  4.6531  -1.8997  -0.044
O  1.5665  4.8532  -1.3395  -0.101
C  0.7632  5.6529  -2.0932  -0.265
C  0.9503  7.0251  -2.1238  -0.002
C  0.1068  7.8230  -2.8855  -0.079
C  -0.9368  7.2466  -3.6020  -0.084
C  -1.1420  5.8748  -3.5391  -0.011
C  -0.2884  5.0676  -2.7955  -0.171
N  -0.4486  3.6614  -2.7653  0.167
C  -0.5027  2.9099  -1.6201  -0.364
N  -0.7415  3.5817  -0.4846  0.171
C  -0.3711  3.1847  0.8516  -0.171
C  -0.2328  1.8510  1.2280  -0.189
C  0.1336  1.6507  2.5805  -0.130
C  0.3200  2.6955  3.4711  -0.101
C  0.1534  4.0188  3.0540  -0.043
C  -0.1944  4.2528  1.7364  -0.229
O  -0.3789  5.5068  1.2065  -0.105
C  -0.2146  6.6096  2.0827  -0.078
N  -0.3534  1.6031  -1.6567  -0.002
C  0.3341  1.0729  -2.8180  -0.197
C  1.7328  1.1981  -2.8261  -0.044
C  2.5282  0.6999  -3.8338  -0.083
C  1.9190  0.0393  -4.9035  -0.084
C  0.5488  -0.0794  -4.9305  -0.008
C  -0.2571  0.4415  -3.9109  -0.237
O  -1.5900  0.3182  -4.1543  -0.077
C  -2.5132  0.3581  -3.0667  -0.094
H  3.3937  5.6004  -2.0147  0.086
H  2.7965  4.1574  -2.8676  0.092
H  3.4154  4.0200  -1.2069  0.092
H  1.7631  7.4559  -1.5465  0.125
H  0.2592  8.8948  -2.9105  0.103
H  -1.6045  7.8647  -4.1926  0.104
H  -1.9682  5.4130  -4.0719  0.118
H  -0.6782  3.1849  -3.6204  0.153
H  -0.8877  4.5745  -0.5878  0.128
H  0.2616  0.6321  2.9405  0.089
H  0.5942  2.4990  4.5036  0.095
H  0.2971  4.8355  3.7482  0.094
H  -0.4194  7.5059  1.5047  0.089
H  0.8053  6.6507  2.4695  0.094
H  -0.9091  6.5552  2.9221  0.093
H  2.1764  1.7062  -1.9773  0.107
H  3.6063  0.8132  -3.7868  0.103
H  2.5117  -0.3782  -5.7088  0.103
H  0.0414  -0.5727  -5.7514  0.120
H  -3.4834  0.0967  -3.4754  0.097
H  -2.5653  1.3364  -2.6041  0.053
H  -2.2492  -0.3640  -2.3006  0.052
O  -1.1165  -1.1118  1.1592  -0.257
N  -2.3335  -1.2421  1.7237  -0.174
C  -2.4642  -2.2103  2.6496  -0.027
C  -3.6545  -2.4272  3.2735  -0.065
C  -4.7424  -1.6154  2.9277  -0.079
C  -4.5860  -0.6422  1.9884  -0.084
C  -3.3437  -0.4210  1.3433  -0.622
S  -3.0512  0.7729  0.1554  0.750
H  -1.5587  -2.7660  2.8354  0.136
H  -3.7301  -3.2108  4.0139  0.105
H  -5.7047  -1.7583  3.4060  0.109
H  -5.4061  0.0010  1.7000  0.105
Br  2.4487  -4.0191  -1.7943  0.758
C  2.4440  -2.3509  -0.9138  -0.680
C  3.6104  -1.8290  -0.3972  -0.112
C  3.5249  -0.5939  0.2322  -0.049
C  2.3165  0.0595  0.3233  -0.097
N  1.1652  -0.4531  -0.1906  -0.054
C  1.2580  -1.6612  -0.8105  -0.156
H  4.5445  -2.3670  -0.4800  0.104
H  4.4050  -0.1343  0.6640  0.111
H  2.2206  1.0129  0.8184  0.110
H  0.3489  -2.0794  -1.2183  0.111

The calculation puts the HOMO energy (alpha / beta) at -5.60 / -7.31 eV. As for the lowest unoccupied orbital energy (alpha / beta): 0.518 / 0.379 eV. The calculation puts the energy above the lowest of the compared OMol25 structures with the same formula, charge and spin at 0.540 eV. The total charge is 0. As for the expectation value of S²: 3.776. The HOMO-LUMO gap (alpha / beta) comes out at 6.12 / 7.69 eV. The spin multiplicity is 4.


Record 2
Here is 2 unconnected molecules or ions with the total composition C16H23BNO2 from the Open Molecules 2025 dataset. Energies are from ωB97M-V/def2-TZVPD.

Each line ends with the Löwdin charge.
Atoms and positions in Å:
C  -5.6065  -4.7638  0.9876  -0.031
O  -4.2033  -4.9615  1.2536  -0.042
C  -3.4321  -3.9036  1.6221  -0.204
C  -2.0614  -4.1936  1.8592  0.039
C  -1.1856  -3.1779  2.1656  0.011
C  -1.6207  -1.8289  2.2146  -0.174
C  -0.6563  -0.8144  2.5024  0.031
O  -1.0267  0.4207  2.6749  -0.033
C  -0.1684  1.3845  3.3174  0.012
C  -3.0086  -1.5527  2.0474  0.035
C  -3.8936  -2.5691  1.7457  0.025
H  -5.9685  -5.7566  0.7255  0.103
H  -6.1286  -4.3957  1.8775  0.104
H  -5.7567  -4.0751  0.1490  0.104
H  -1.7378  -5.2260  1.7694  0.136
H  -0.1449  -3.3881  2.4039  0.133
H  0.3923  -1.0825  2.6740  0.167
H  -0.7846  2.2789  3.3975  0.110
H  0.1282  1.0475  4.3188  0.112
H  0.7238  1.5781  2.7068  0.095
H  -3.3643  -0.5395  2.1931  0.131
H  -4.9531  -2.3426  1.5853  0.123
C  4.3291  1.6148  -3.9023  -0.026
C  3.3637  2.4609  -3.1223  -0.233
N  2.6375  1.9222  -2.1176  0.052
B  2.7762  0.3731  -1.7203  -0.335
H  2.0442  0.0136  -0.7776  0.003
C  1.7718  2.6914  -1.4271  -0.242
C  0.9720  2.0728  -0.3221  -0.072
C  1.6078  4.0368  -1.7191  -0.012
C  2.3465  4.6081  -2.7511  -0.024
C  3.2333  3.8020  -3.4568  -0.006
H  4.7970  2.2604  -4.6589  0.082
H  5.1403  1.1977  -3.2889  0.096
H  3.8482  0.7854  -4.4400  0.095
H  2.4558  -0.3207  -2.6561  0.023
H  3.9048  0.1400  -1.3576  0.023
H  0.3185  2.8360  0.1183  0.077
H  0.3328  1.2544  -0.6781  0.087
H  1.6079  1.6791  0.4819  0.072
H  0.8929  4.5975  -1.1175  0.117
H  2.2330  5.6610  -3.0019  0.118
H  3.8442  4.1753  -4.2766  0.120

The calculation puts the HOMO energy at -11.48 eV. As for the lowest unoccupied orbital energy: -5.039 eV. The total charge is +1. The HOMO-LUMO gap comes out at 6.44 eV. The spin multiplicity is 1.


Record 3
Here is a molecular structure, C27H29MoN5S2Si2 from the Open Molecules 2025 dataset. Energies are from ωB97M-V/def2-TZVPD.

Each line ends with the Löwdin charge.
Atoms and positions in Å:
Mo  -0.1621  -0.1037  0.1850  1.067
S  -0.2201  1.8849  -1.2154  0.656
C  0.0828  1.3570  -2.8359  -0.723
C  -0.0031  2.3545  -3.8646  -0.267
N  -0.0932  3.1601  -4.6794  0.175
C  0.4256  0.0817  -3.1168  -0.723
S  0.5791  -1.1040  -1.8541  0.650
C  0.6948  -0.3519  -4.4557  -0.275
N  0.8977  -0.7182  -5.5265  0.170
N  -5.1678  -6.0084  6.9175  0.164
C  -4.6020  -5.4157  6.1126  -0.177
C  -3.8921  -4.6712  5.1030  -0.223
C  -3.3515  -5.3337  4.0037  -0.007
C  -2.6655  -4.6166  3.0389  -0.009
C  -2.5231  -3.2380  3.1606  -0.192
C  -3.0751  -2.5798  4.2552  -0.002
C  -3.7524  -3.2920  5.2298  -0.008
C  -1.8002  -2.4569  2.1172  -0.043
C  -0.4211  -2.6253  2.0153  -0.254
C  0.3780  -3.5773  2.6976  -0.007
C  1.6197  -3.5594  2.1025  -0.049
C  1.5653  -2.5757  1.0975  -0.159
N  0.3664  -1.9931  1.0477  -0.118
C  -2.5837  -1.6714  1.2688  -0.246
C  -3.9842  -1.7321  1.1096  0.006
C  -4.3074  -0.9623  0.0056  -0.051
C  -3.1068  -0.4275  -0.4715  -0.136
N  -2.0692  -0.8396  0.2730  -0.121
H  -3.4719  -6.4043  3.9104  0.125
H  -2.2442  -5.1239  2.1805  0.132
H  -2.9682  -1.5059  4.3439  0.121
H  -4.1756  -2.7865  6.0869  0.124
H  0.0487  -4.2071  3.5077  0.116
H  2.4730  -4.1733  2.3402  0.103
H  2.3457  -2.2839  0.4114  0.096
H  -4.6560  -2.3104  1.7237  0.119
H  -5.2842  -0.7995  -0.4189  0.105
H  -2.9477  0.2403  -1.3041  0.112
C  -1.7350  2.2891  3.9140  -0.167
Si  -1.3450  2.6213  2.1101  0.399
C  -2.9307  2.4559  1.1445  -0.182
C  -0.7112  4.3591  1.8675  -0.173
C  -0.0593  1.3042  1.6488  -0.549
Si  1.7195  1.4156  2.3063  0.411
C  1.8081  0.3501  3.8388  -0.160
C  2.2499  3.1643  2.6799  -0.177
C  2.9185  0.7584  1.0197  -0.183
H  -2.5426  2.9397  4.2598  0.039
H  -0.8691  2.4559  4.5593  0.028
H  -2.0623  1.2541  4.0502  0.023
H  -3.6006  3.2586  1.4670  0.042
H  -3.4376  1.5069  1.3346  0.022
H  -2.7726  2.5593  0.0698  0.010
H  -1.5646  5.0415  1.9022  0.040
H  -0.2385  4.4788  0.8888  0.035
H  -0.0021  4.6708  2.6331  0.018
H  -0.4971  0.3778  2.1368  0.008
H  1.1734  0.7414  4.6376  0.031
H  2.8322  0.2984  4.2177  0.042
H  1.4833  -0.6716  3.6165  0.022
H  1.7678  3.5691  3.5727  0.033
H  2.0573  3.8403  1.8453  0.036
H  3.3283  3.1567  2.8593  0.039
H  2.9612  -0.3306  1.0004  0.000
H  3.9227  1.1127  1.2709  0.041
H  2.6949  1.1174  0.0122  0.021

The calculation puts the HOMO energy (alpha / beta) at -7.83 / -7.84 eV. As for the lowest unoccupied orbital energy (alpha / beta): -1.999 / -2.010 eV. The total charge is 0. The HOMO-LUMO gap (alpha / beta) comes out at 5.83 / 5.83 eV. The spin multiplicity is 1.


Record 4
Here is C3H7NOS in the gas phase from the Open Molecules 2025 dataset. Energies are from ωB97M-V/def2-TZVPD.

Each line ends with the Löwdin charge.
Atoms and positions in Å:
C  0.3166  0.6300  0.2178  -0.341
C  0.8046  -0.5465  -0.6118  -0.293
C  -0.3550  -0.7097  0.3522  -0.590
H  -0.1098  2.5693  0.1766  0.055
H  -1.3140  1.7260  -0.4951  0.057
H  1.0264  0.9126  0.9945  0.146
H  0.6518  -0.4183  -1.6918  0.149
H  1.7627  -2.0967  -0.0527  0.077
H  0.0152  -1.2321  1.2081  0.099
H  -2.5676  -0.4348  0.7930  -0.128
N  -0.2929  1.7806  -0.4002  0.043
O  2.0574  -1.1946  -0.1987  -0.039
S  -1.9953  -0.9859  -0.2918  0.765

The calculation puts the HOMO energy at -8.76 eV. As for the lowest unoccupied orbital energy: 0.728 eV. The calculation puts the energy above the lowest of the compared OMol25 structures with the same formula, charge and spin at 2.145 eV. The total charge is 0. Its SMILES is N[C@@H]1[C@@H](O)[C@@H]1S. The HOMO-LUMO gap comes out at 9.49 eV. The spin multiplicity is 1.


The records above give, respectively, molecular weight values of 711.54; 272.18; 639.81; 105.16 g/mol.
The records above give, respectively, calculated total energy values of -5728.32380; -853.27236; -2763.63598; -646.63316 a.u..